Entry 1:
A molecular structure, C15H16Br2F3PbS5SbSe5Te. Source: OMol25; level of theory: ωB97M-V/def2-TZVPD.

Geometry (Å):
Pb (0.1341, 0.3131, -1.2683)
Br (-0.4238, 1.9694, 2.3919)
C (1.2941, 2.5954, 1.7911)
Br (2.7248, 2.1010, 3.0075)
H (1.2574, 3.6733, 1.7278)
H (1.5223, 2.1595, 0.8237)
S (-2.1090, 2.2086, -3.3946)
S (-3.1585, 0.7877, -4.4395)
S (-2.3570, -1.0326, -3.8246)
S (-2.3006, -1.0185, -1.7894)
Te (-0.6999, -2.8134, 1.1222)
C (-1.4565, -3.0540, 3.0692)
C (-0.9414, -3.8335, 4.0686)
C (-1.6921, -3.7618, 5.2724)
C (-2.7746, -2.9380, 5.1618)
S (-2.8635, -2.2348, 3.6081)
H (-0.0469, -4.4310, 3.9410)
H (-1.4397, -4.2990, 6.1764)
H (-3.5128, -2.7133, 5.9156)
F (2.6080, -1.6733, -1.7674)
C (1.2906, -1.6197, -2.1640)
F (1.3333, -1.8060, -3.5092)
F (0.7679, -2.8071, -1.6717)
Se (2.9303, 1.8979, -1.6727)
Sb (1.4099, 3.6203, -2.5091)
Se (2.2021, 5.0865, -4.2272)
Se (-0.2383, 4.3875, -0.9290)
Se (0.0033, 1.6235, -3.7893)
C (4.3726, -5.7035, 5.1423)
C (3.6422, -4.6762, 4.3173)
C (3.6029, -4.7625, 2.9349)
C (2.9317, -3.8203, 2.1548)
C (2.9378, -3.9533, 0.6604)
C (2.2661, -2.7741, 2.8060)
Se (1.2881, -1.4394, 1.8191)
C (2.3052, -2.6516, 4.2019)
C (1.6177, -1.5226, 4.9230)
C (2.9962, -3.6098, 4.9326)
H (4.8504, -6.4494, 4.5068)
H (3.6897, -6.2239, 5.8178)
H (5.1458, -5.2372, 5.7566)
H (4.1160, -5.5791, 2.4367)
H (3.6516, -4.7155, 0.3460)
H (3.1858, -3.0102, 0.1752)
H (1.9517, -4.2320, 0.2849)
H (2.0058, -0.5518, 4.6103)
H (1.7565, -1.6253, 6.0000)
H (0.5481, -1.5131, 4.7047)
H (3.0282, -3.5198, 6.0145)

Summary:
HOMO (eV): -2.13
LUMO energy (hartree): 0.1269
Molar mass (g mol⁻¹): 1424.79
Total charge: -2

Entry 2:
C15H16BrN3O3S in the gas phase at a distorted geometry. Source: OMol25; level of theory: ωB97M-V/def2-TZVPD.

Geometry (Å):
C (-5.8079, -2.2652, -2.2914)
C (-4.3117, -2.1930, -2.5925)
C (-3.5087, -3.3297, -2.7013)
C (-2.1221, -3.2722, -2.8290)
C (-1.5044, -2.0271, -2.7480)
S (0.2297, -1.8455, -2.8024)
N (0.6436, -0.9127, -1.4361)
C (1.8455, -1.0598, -0.9322)
O (2.9172, -1.6712, -1.1379)
O (0.8233, -3.1504, -2.5980)
O (0.4804, -1.0115, -3.9705)
C (-2.2722, -0.8708, -2.7978)
C (-3.6443, -0.9725, -2.6602)
H (-6.2598, -1.2795, -2.1784)
H (-6.4078, -2.7841, -3.0493)
H (-5.9595, -2.7885, -1.3423)
H (-3.9757, -4.3184, -2.6494)
H (-1.5351, -4.1789, -2.9627)
H (-1.7955, 0.1037, -2.9021)
H (-4.2035, -0.0392, -2.5715)
C (1.6664, 2.9404, 4.5365)
N (2.5458, 2.9039, 3.3581)
C (3.7227, 3.7577, 3.4711)
C (2.4340, 1.9387, 2.3482)
C (1.1832, 1.5908, 1.8009)
Br (-0.4237, 2.4975, 2.2012)
C (1.0643, 0.5561, 0.8306)
N (2.1169, -0.0582, 0.3145)
C (3.3228, 0.2691, 0.7644)
C (3.5082, 1.2450, 1.7351)
H (0.9360, 2.1400, 4.4937)
H (2.2405, 2.8144, 5.4669)
H (1.0946, 3.8928, 4.5832)
H (4.3435, 3.6812, 2.5868)
H (3.4351, 4.8096, 3.5694)
H (4.3555, 3.4656, 4.3286)
H (0.1317, 0.1929, 0.3814)
H (4.1653, -0.2441, 0.3339)
H (4.5257, 1.4731, 2.0485)

Summary:
HOMO (eV): -8.94
LUMO energy (hartree): -0.0149
Molar mass (g mol⁻¹): 398.28

Entry 3:
C15H16BrNO5 in the gas phase. Source: OMol25; level of theory: ωB97M-V/def2-TZVPD.

Geometry (Å):
C (1.5731, -0.9811, 4.4400)
C (1.2273, -1.4398, 3.0316)
O (1.1908, -0.3428, 2.1130)
C (2.3514, 0.0661, 1.6148)
O (3.4322, -0.3445, 1.9298)
C (2.1364, 1.1917, 0.5969)
N (0.9406, 0.9664, -0.1741)
C (0.6750, -0.2568, -0.7195)
O (1.4177, -1.2095, -0.6502)
C (-0.7182, -0.1833, -1.4043)
O (-0.6347, -0.3902, -2.7898)
C (-0.3504, -1.7388, -3.1448)
C (-1.3868, -2.6769, -2.5304)
C (-1.4015, -2.4147, -1.0261)
O (-1.6375, -1.0358, -0.7690)
C (-1.1082, 1.2483, -1.1345)
C (-2.2450, 1.9244, -1.5020)
C (-2.3448, 3.2560, -1.1136)
Br (-3.8936, 4.2410, -1.5956)
C (-1.3474, 3.8850, -0.3885)
C (-0.2012, 3.1931, -0.0226)
C (-0.0916, 1.8673, -0.4000)
H (1.5244, -1.8285, 5.1176)
H (0.8708, -0.2201, 4.7725)
H (2.5797, -0.5710, 4.4617)
H (1.9628, -2.1675, 2.6753)
H (0.2247, -1.8698, 2.9887)
H (3.0196, 1.2307, -0.0496)
H (2.0445, 2.1334, 1.1406)
H (-0.3820, -1.7511, -4.2354)
H (0.6561, -2.0118, -2.8049)
H (-1.1307, -3.7149, -2.7347)
H (-2.3707, -2.4543, -2.9473)
H (-2.2216, -2.9343, -0.5277)
H (-0.4481, -2.7221, -0.5789)
H (-3.0233, 1.4398, -2.0682)
H (-1.4614, 4.9209, -0.1080)
H (0.5716, 3.6954, 0.5372)

Summary:
HOMO (eV): -8.51
LUMO energy (hartree): 0.0241
SMILES string: CCOC(=O)CN1C(=O)C2(OCCCO2)c2cc(Br)ccc21
Molar mass (g mol⁻¹): 370.20

Number 1: gap between HOMO and LUMO 5.5813 eV. Number 2: gap between HOMO and LUMO 8.5365 eV. Number 3: gap between HOMO and LUMO 9.1640 eV.